No. 1
38
Properties=species:S:1:pos:R:3:forces:R:3:mulliken_charge:R:1 method="wB97M-V/def2-TZVPD" e_above_lowest_kcal_mol=101.5 smiles=CCc1ccc(O)cc1.CCc1ccc(O)cc1 largest_force_ev_per_a=5.5 homo_ev=-7.8870 e_tot_ev=-21007.884 gap_ev=8.52 lumo_energy_ev=0.63
C 1.62533 2.31413 2.16414 3.8418 -1.5244 -2.7311 -1.32
C 1.18256 1.73685 0.78816 -3.7452 -1.3512 1.8191 0.33
C 1.57122 0.28855 0.54060 -0.4544 0.8733 -0.2862 0.51
C 1.47507 -0.19558 -0.81291 -2.1386 4.3696 1.7663 -0.87
C 2.09381 -1.28990 -1.17946 2.6339 -4.8371 0.4070 -0.53
C 2.81905 -1.98514 -0.13922 0.2493 -0.3495 1.2324 0.87
O 3.46774 -3.20145 -0.26902 -0.4113 -0.1928 -3.6480 -0.55
C 2.86021 -1.57784 1.20521 -2.3243 1.2885 -3.7824 -0.93
C 2.13504 -0.46687 1.55410 0.4035 0.7240 0.8045 -0.13
H 2.86142 2.18017 1.92761 -3.0424 0.3917 1.9094 0.24
H 1.21673 1.85376 3.08629 0.5216 0.1366 -0.8073 0.27
H 1.45975 3.35110 2.10356 -0.3192 1.3671 0.4386 0.50
H 0.03460 1.83927 0.72852 1.5562 -0.3580 0.0755 -0.55
H 1.49285 2.27265 -0.06126 0.8987 1.1933 -0.7177 0.57
H 0.82013 0.44753 -1.47015 1.0517 -0.9089 0.4614 0.27
H 2.05854 -1.82571 -2.14346 -0.1568 0.7287 0.3012 0.25
H 3.43387 -3.44661 -1.26060 0.2227 0.3552 2.3592 0.31
H 3.22347 -2.14496 1.94731 1.7273 -2.2794 2.1392 0.53
H 2.15286 -0.23822 2.66389 -0.2826 0.3351 -1.6643 0.19
C -2.25609 3.70649 -1.37851 0.1241 -0.1997 -1.0544 -0.99
C -2.32774 2.86896 -0.05664 1.6776 -1.1670 -2.2327 -0.19
C -2.09732 1.29130 -0.39187 -2.2399 1.7208 3.6400 0.52
C -1.92910 0.63702 -1.56704 -0.0797 1.2169 -1.1076 -0.57
C -1.82092 -0.74594 -1.54182 0.2811 -1.2863 -0.2572 -0.36
C -2.12228 -1.45954 -0.38961 1.4906 1.4468 0.7916 0.11
O -2.11141 -2.79504 -0.30823 -1.0003 -1.7608 -1.4463 -0.58
C -2.27221 -0.83172 0.84540 -0.8661 1.7389 -0.5820 -0.54
C -2.35844 0.54307 0.81578 -0.1205 1.2399 -1.2034 -0.40
H -1.39100 4.42645 -1.43889 -0.8727 -0.5859 0.6071 0.28
H -3.19287 4.30980 -1.45550 0.7385 -0.6086 -0.6920 0.26
H -1.99521 3.01433 -2.30404 -1.2712 1.5814 1.7971 0.16
H -1.45000 3.24153 0.46462 0.1427 -0.5035 0.5624 0.16
H -3.16354 3.01065 0.65590 0.0858 -0.0215 -1.0073 0.52
H -2.01378 1.22143 -2.51741 0.7562 -0.8749 0.7453 0.17
H -1.31579 -1.27486 -2.36383 -1.0148 0.0567 0.0521 0.36
H -1.28650 -3.08169 0.02847 1.2864 -0.6085 0.5669 0.34
H -2.41118 -1.39601 1.74304 -0.2860 -0.3348 0.2703 0.50
H -2.85423 1.20827 1.54594 0.9364 -1.0119 0.4734 0.26

No. 2
14
Properties=species:S:1:pos:R:3:forces:R:3:mulliken_charge:R:1 method="wB97M-V/def2-TZVPD" e_above_lowest_kcal_mol=47.6 smiles="C1=N[C@H]2C[C@H]2CO1" largest_force_ev_per_a=0.8 homo_ev=-9.5630 e_tot_ev=-8834.138 gap_ev=10.61 lumo_energy_ev=1.05
C -1.74122 -0.20572 -0.08651 -0.2173 0.3893 0.0328 0.04
N -1.29195 0.95569 -0.30935 -0.1216 -0.3530 0.2725 -0.52
C 0.10192 1.19848 -0.06721 0.2000 0.0196 -0.1620 -0.02
C 0.85565 0.65138 1.11868 0.0173 -0.0194 0.2060 -0.60
C 1.01608 -0.04249 -0.19457 -0.0826 0.1490 -0.2392 -0.27
C 0.13338 -1.21738 -0.53807 0.1626 0.0376 -0.3039 -0.59
O -0.98061 -1.25670 0.36056 -0.2044 -0.0276 -0.2528 -0.41
H -2.73761 -0.51526 -0.39567 -0.1579 0.3048 0.4258 0.38
H 0.40619 2.18241 -0.42082 0.0777 -0.3767 -0.0117 0.39
H 0.32285 0.17644 1.93452 0.0235 0.0341 -0.1448 0.21
H 1.69367 1.28031 1.41148 -0.1631 -0.1946 0.0597 0.29
H 1.97813 -0.01481 -0.70579 -0.2794 0.2316 0.0298 0.37
H 0.58231 -2.20840 -0.60352 0.1743 0.1934 0.3971 0.39
H -0.33879 -0.98393 -1.50372 0.5710 -0.3882 -0.3095 0.35

No. 3
10
Properties=species:S:1:pos:R:3:forces:R:3:mulliken_charge:R:1 method="wB97M-V/def2-TZVPD" e_above_lowest_kcal_mol=1.0 total_charge=-2 smiles="O=C([O-])CC[S-]" largest_force_ev_per_a=0.8 homo_ev=0.7467 e_tot_ev=-18105.484 gap_ev=5.55 lumo_energy_ev=6.29
O -1.23804 -1.98550 0.77821 -0.1287 0.2713 -0.0086 -0.73
C -0.93478 -0.81950 1.15104 0.1654 -0.1335 0.6331 0.43
O -1.53097 -0.12223 2.02981 0.0724 -0.2960 -0.5084 -0.74
C 0.34584 -0.19592 0.53367 -0.3102 0.0688 0.2671 -0.28
C 0.04424 0.56806 -0.74930 0.0467 -0.5868 -0.4416 -0.82
S 1.50842 1.17447 -1.66978 0.0723 0.1465 -0.0511 -0.82
H 1.09156 -0.97570 0.34894 -0.0720 0.0950 0.0069 0.26
H 0.71437 0.53852 1.25973 0.2512 -0.2146 -0.0858 0.20
H -0.57222 -0.05195 -1.41672 0.2312 -0.0751 0.1248 0.25
H -0.59394 1.37953 -0.45789 -0.3282 0.7244 0.0636 0.26

No. 4
9
Properties=species:S:1:pos:R:3:forces:R:3:mulliken_charge:R:1 method="wB97M-V/def2-TZVPD" e_above_lowest_kcal_mol=14.2 largest_force_ev_per_a=3.5 homo_ev=-10.5497 e_tot_ev=-88104.152 gap_ev=10.21 lumo_energy_ev=-0.34
C -2.00759 0.08780 -0.00058 2.8261 -0.7971 1.8151 0.04
O 1.04942 -1.31033 0.58091 -1.8487 -0.3592 1.1045 -0.35
O 2.52445 -1.47339 -1.28058 0.6336 -0.5004 -2.2030 -0.37
O -1.26839 0.83708 -0.62218 -2.1694 -0.7372 0.2637 -0.44
S 2.31625 -1.03524 0.03477 1.2061 0.3025 1.1254 0.66
Br 1.72180 1.89536 0.29813 -1.6877 0.5489 0.0089 -0.29
H 0.20623 1.75321 0.22900 1.7209 -0.0850 -0.1223 0.33
H -1.57857 -0.33302 0.99879 -0.7908 0.7273 -1.1128 0.14
H -2.96361 -0.42147 -0.23826 0.1098 0.9003 -0.8796 0.28

No. 5
62
Properties=species:S:1:pos:R:3:forces:R:3:mulliken_charge:R:1 method="wB97M-V/def2-TZVPD" e_above_lowest_kcal_mol=86.6 total_charge=+1 spin_multiplicity=2 largest_force_ev_per_a=4.0 homo_ev="-10.3968 / -10.4030" e_tot_ev=-53797.320 gap_ev="6.94 / 6.76" lumo_energy_ev="-3.46 / -3.64"
Os -0.02222 -0.80067 -0.06167 0.5289 -0.9521 -3.8803 2.38
C 1.59240 5.98974 -0.05788 0.0008 0.0237 0.0026 -0.79
O 2.83859 5.30511 -0.10198 -0.0124 -0.0057 0.1000 -0.43
C 2.83380 3.96720 -0.08137 -0.0598 -0.0670 -0.0344 0.95
C 4.11215 3.36217 -0.13054 0.0821 0.0479 -0.0434 -1.03
C 4.20452 2.01057 -0.20801 -0.0044 -0.0900 -0.0159 -0.84
C 3.05123 1.18007 -0.20376 0.0576 -0.0226 -0.0089 0.01
C 3.11273 -0.20598 -0.49744 0.0946 0.0304 -0.1072 0.86
C 4.42375 -0.94055 -0.53780 -0.0430 -0.0321 -0.1081 -1.26
O 2.09742 -0.90450 -0.75812 -0.2823 0.1141 -0.2437 -0.88
C 1.78711 1.78903 -0.02672 -0.2061 -0.0622 0.1079 0.17
O 0.68425 1.11296 0.15880 0.1067 0.6175 0.3962 -0.54
C 1.69505 3.19026 -0.01897 -0.1091 0.1235 0.0389 -0.47
H 1.83631 7.04095 0.05382 -0.0005 0.0108 -0.0182 0.25
H 0.99220 5.66333 0.79253 0.0269 0.0157 0.0307 0.31
H 1.03390 5.83984 -0.98375 0.0054 -0.0447 -0.0030 0.34
H 4.98892 3.99379 -0.14270 -0.0232 0.0156 -0.0274 0.45
H 5.18422 1.56688 -0.31007 -0.0027 -0.0162 0.0538 0.31
H 5.22225 -0.35494 -0.98397 0.0132 -0.0093 0.0131 0.46
H 4.29986 -1.86411 -1.09764 -0.0049 -0.0150 0.0274 0.33
H 4.71254 -1.18859 0.48628 0.0173 0.0196 -0.0028 0.30
H 0.70387 3.61266 0.05138 0.0214 0.0323 0.0291 0.45
S -2.28417 -3.09764 -1.05067 -0.3736 -0.2665 -0.8994 -0.15
C -1.17596 -2.05631 -0.93788 0.6548 0.6440 2.2785 0.06
C -0.05603 -0.27430 2.80903 -0.0018 0.2644 -0.1119 -0.60
O -0.38963 -1.19654 1.78591 -0.9045 -0.4999 0.5305 -0.67
H 0.63614 0.50211 2.47655 0.0167 -0.0364 -0.0104 0.18
H 0.42226 -0.82660 3.61976 -0.0401 -0.0818 0.0035 0.31
H -0.95050 0.21564 3.20391 -0.0422 -0.0194 -0.0318 0.22
N -1.74994 0.34676 -0.33044 0.3977 0.0039 1.0983 -0.63
C -2.55058 1.17462 -0.24349 -0.0824 0.1986 -0.0463 0.73
N -3.43708 2.12367 -0.15901 0.0779 0.1059 -0.0808 -0.09
C -3.99216 2.74179 -1.38026 -0.1109 -0.1432 -0.0743 -0.74
C -5.37405 2.16805 -1.66620 -0.0535 0.1074 0.1356 -0.53
C -6.28327 2.34202 -0.44613 0.1007 -0.2072 -0.0384 -0.64
C -5.65691 1.67731 0.78281 -0.0274 0.1480 -0.0951 -0.54
C -4.27675 2.26380 1.04678 -0.1310 -0.1651 0.0183 -0.72
H -3.30079 2.57837 -2.20435 0.0500 0.0024 0.0300 0.46
H -4.06276 3.81502 -1.19234 0.0733 0.0136 0.0068 0.30
H -5.28183 1.10384 -1.90171 0.0094 0.0184 -0.0681 0.27
H -5.79593 2.67009 -2.53788 0.0107 -0.0288 -0.0163 0.35
H -7.25978 1.90228 -0.64755 -0.0282 0.0609 0.0069 0.33
H -6.43369 3.40804 -0.25015 -0.0430 -0.0040 -0.0024 0.31
H -5.56380 0.60158 0.60772 -0.0144 -0.0110 0.0739 0.27
H -6.28406 1.82207 1.66336 0.0120 -0.0281 0.0083 0.36
H -3.77695 1.78603 1.88685 0.0596 -0.0061 -0.0290 0.44
H -4.35898 3.33264 1.25422 0.0824 0.0122 0.0196 0.30
N 2.87679 -7.61556 -0.87495 0.0157 0.0147 0.0457 -0.29
C 2.38169 -7.01401 0.23224 0.0234 -0.0022 -0.0623 0.23
O 2.29462 -7.57282 1.30345 -0.0202 -0.0014 -0.0026 -0.60
C 1.90252 -5.58411 0.08349 0.0460 0.0044 0.0489 1.08
C 2.06176 -4.80105 -1.05441 -0.0715 -0.0581 -0.0410 -0.70
C 1.55912 -3.51534 -1.06097 -0.0930 -0.0474 -0.0707 -0.75
N 0.92836 -3.00041 -0.00804 0.2362 0.4014 1.1728 0.00
C 0.78023 -3.73335 1.09447 0.0284 -0.1133 -0.0558 -0.59
C 1.25827 -5.02839 1.17717 -0.0438 -0.0659 -0.0202 -0.55
H 3.19592 -8.56514 -0.78347 0.0233 -0.0021 0.0087 0.24
H 3.00365 -7.15014 -1.75244 -0.0440 -0.0005 -0.0119 0.15
H 2.56030 -5.15940 -1.94439 -0.0037 0.0114 0.0016 0.23
H 1.65766 -2.87517 -1.92621 0.0003 -0.0143 0.0022 0.61
H 0.26067 -3.25212 1.91382 -0.0066 0.0256 -0.0391 0.51
H 1.13074 -5.62254 2.07097 0.0102 0.0311 0.0114 0.52

No. 6
8
Properties=species:S:1:pos:R:3:forces:R:3:mulliken_charge:R:1 method="wB97M-V/def2-TZVPD" e_above_lowest_kcal_mol=81.8 largest_force_ev_per_a=6.1 homo_ev=-8.3122 e_tot_ev=-7600.056 gap_ev=8.86 lumo_energy_ev=0.55
C 1.18385 -0.84289 -1.15872 -1.3561 -0.7805 0.1240 0.59
N -0.94845 1.06649 0.83128 -4.2291 3.7308 -2.3682 0.03
N 0.06751 1.05051 0.23271 2.3671 -1.1178 0.7261 -0.49
N 1.14417 -1.63238 -0.25847 0.1678 -0.8840 0.9704 -0.48
O 1.17508 -0.20135 -2.12138 0.6997 0.6267 -0.5312 -0.41
H -1.71863 1.75204 0.31224 0.5912 -1.6581 1.8196 0.25
H -1.34306 0.71525 1.73159 1.0179 -0.5501 0.0728 0.22
H 0.43952 -1.90767 0.43074 0.7415 0.6330 -0.8136 0.28